Run 1
This record from the Open Molecules 2025 dataset describes C2H7NS2 in the gas phase. The level of theory is ωB97M-V/def2-TZVPD.

The geometry in XYZ format:
```
12
Properties=species:S:1:pos:R:3
N -2.835 0.544 -1.024
C -1.896 -0.010 -0.016
C -0.603 -0.573 -0.663
S 0.709 -0.819 0.632
S 1.983 0.749 0.173
H -3.770 0.204 -0.827
H -2.625 0.075 -1.908
H -1.575 0.815 0.603
H -2.320 -0.879 0.479
H -0.728 -1.569 -1.086
H -0.200 0.093 -1.422
H 1.870 1.483 1.288
```

Calculated values
HOMO level = -8.856 eV
total charge = 0
SMILES = NCCSS
LUMO level = 0.51 eV

=====

Run 2
This record from the Open Molecules 2025 dataset describes C2H7NS2 in the gas phase. The level of theory is ωB97M-V/def2-TZVPD.

The geometry in XYZ format:
```
12
Properties=species:S:1:pos:R:3
N -0.107 -1.400 1.383
C 0.878 -0.542 0.762
C 0.504 0.116 -0.557
S -0.765 1.367 -0.142
S -1.230 2.415 -1.759
H -0.624 -1.948 0.712
H -0.723 -0.915 2.020
H 1.251 0.224 1.439
H 1.746 -1.175 0.553
H 1.340 0.643 -1.007
H 0.091 -0.576 -1.294
H -2.362 1.791 -2.110
```

Calculated values
HOMO level = -9.027 eV
total charge = 0
SMILES = NCCSS
LUMO level = 0.69 eV

=====

Run 3
This record from the Open Molecules 2025 dataset describes 2 unconnected molecules or ions with the total composition C2H7NS2. The level of theory is ωB97M-V/def2-TZVPD.

The geometry in XYZ format:
```
12
Properties=species:S:1:pos:R:3
C -1.650 -1.065 -1.044
N -1.915 -1.018 0.224
H -1.267 -0.258 -1.644
H -2.254 -1.615 -1.745
H -1.383 -1.404 0.928
C 1.246 1.620 -0.009
S 2.048 -0.041 -0.026
S 1.608 -0.740 1.861
H 1.159 2.040 0.958
H 1.767 2.333 -0.659
H 0.221 1.638 -0.218
H 0.418 -1.488 1.376
```

Calculated values
HOMO level = -8.547 eV
total charge = 0
SMILES = C=N.CSS
LUMO level = -0.14 eV

=====

Run 4
This record from the Open Molecules 2025 dataset describes 2 unconnected molecules or ions with the total composition C2H7NS2. The level of theory is ωB97M-V/def2-TZVPD.

The geometry in XYZ format:
```
12
Properties=species:S:1:pos:R:3
C 1.088 -1.209 2.675
C 1.284 -0.340 1.677
N 2.243 -0.459 0.687
H 1.498 -2.210 2.641
H 0.765 -0.832 3.637
H 0.808 0.619 1.860
H 2.962 -1.110 0.951
H 2.627 0.378 0.275
S -1.813 0.466 -0.426
S -0.381 0.482 -1.934
H -1.078 0.204 0.665
H 0.502 -0.395 -1.424
```

Calculated values
HOMO level = -8.500 eV
total charge = 0
SMILES = C=CN.SS
LUMO level = 0.40 eV

=====

The structure with the most favorable energy is run 2; the runner-up is 0.198 eV above it.